Molecular formula: C29H49ClCoNO2P
Method: DFT, ωB97M-V/def2-TZVPD

## Properties
Total charge: -1
Spin multiplicity: 5
HOMO level (alpha / beta) in Ha: -0.0468 / -0.1407
Orbital gap (alpha / beta) in eV: 4.1 / 6.6

Element x y z (Å)
Co: 1.98 1.55 0.67
P: -0.31 0.34 -2.12
Cl: 2.03 3.52 -0.28
C: -1.68 -0.49 -1.05
H: -2.64 -0.45 -1.58
H: -1.77 0.12 -0.14
C: 1.61 0.66 -2.22
C: -0.94 2.10 -2.33
C: 2.14 0.81 -3.66
H: 1.61 1.65 -1.73
C: 3.63 1.21 -3.80
H: 2.01 -0.16 -4.15
H: 1.56 1.54 -4.23
C: 4.55 0.29 -2.99
H: 3.90 1.15 -4.86
H: 3.79 2.25 -3.50
C: 4.04 0.08 -1.56
H: 4.67 -0.67 -3.51
H: 5.56 0.74 -2.96
C: 2.54 -0.29 -1.46
H: 4.62 -0.72 -1.08
H: 4.22 1.01 -0.98
H: 2.41 -1.29 -1.90
H: 2.29 -0.38 -0.38
C: -0.71 -0.62 -3.65
C: -2.43 2.08 -2.73
H: -0.82 2.49 -1.30
C: -3.03 3.49 -2.70
H: -2.52 1.68 -3.75
H: -3.00 1.41 -2.08
C: -2.27 4.49 -3.58
H: -4.08 3.45 -3.02
H: -3.02 3.86 -1.66
C: -0.75 4.47 -3.35
H: -2.49 4.29 -4.64
H: -2.64 5.51 -3.40
C: -0.15 3.06 -3.25
H: -0.26 5.02 -4.16
H: -0.52 5.01 -2.42
H: -0.07 2.64 -4.27
H: 0.88 3.17 -2.87
C: 0.10 -1.93 -3.67
H: -1.77 -0.89 -3.53
C: -0.60 -2.89 -4.64
H: 1.13 -1.76 -4.01
H: 0.18 -2.38 -2.67
C: -0.83 -2.27 -6.03
H: -0.01 -3.81 -4.73
H: -1.57 -3.17 -4.20
C: -1.40 -0.85 -5.99
H: 0.13 -2.25 -6.57
H: -1.50 -2.91 -6.60
C: -0.63 0.06 -5.02
H: -1.40 -0.41 -7.00
H: -2.45 -0.88 -5.65
H: 0.41 0.16 -5.37
H: -1.06 1.08 -5.01
C: 0.01 -2.19 -0.25
C: -1.39 -1.90 -0.65
H: 0.83 -1.57 -0.63
C: -2.49 -2.38 0.36
H: -1.54 -2.54 -1.53
C: -1.97 -2.85 1.71
H: -3.16 -1.53 0.52
H: -3.10 -3.19 -0.08
C: -0.78 -3.82 1.56
H: -1.66 -1.97 2.31
H: -2.79 -3.35 2.26
C: 0.37 -3.26 0.66
H: -0.35 -4.06 2.55
H: -1.13 -4.78 1.13
H: 1.19 -2.86 1.30
H: 0.80 -4.10 0.07
O: -1.14 0.67 2.10
C: -0.05 0.56 2.68
C: 0.17 0.29 4.16
C: 1.58 -0.27 4.24
C: 1.97 -0.43 2.79
O: 2.70 -1.30 2.31
N: 1.21 0.49 2.04
H: 0.09 1.23 4.73
H: -0.57 -0.41 4.58
H: 2.27 0.44 4.72
H: 1.63 -1.21 4.79